1.
32
Properties=species:S:1:pos:R:3 method="wB97M-V/def2-TZVPD" homo_lumo_gap_ev="6.197 / 8.223" homo_energy_ev="-5.63 / -7.33" total_charge=0
C -2.8347 -0.5030 -0.5132
C -2.9168 1.8087 0.2787
C 1.5652 1.5567 1.3013
C 2.0174 1.6651 -1.1563
C 2.1835 -1.7430 0.4457
C 0.6531 -2.1832 -1.4705
N -1.0326 -0.9998 1.5594
N -2.2724 0.4957 0.3956
N 1.5530 0.8333 0.0622
N 0.9348 -1.4072 -0.2923
N -1.3439 0.3187 1.2974
N 0.5959 -0.0168 -0.3671
H -2.4767 -0.2447 -1.5484
H -2.6102 -1.5761 -0.4582
H -3.9739 -0.4805 -0.4424
H -2.4453 2.4398 -0.4435
H -4.0299 1.6024 0.0645
H -2.7469 2.2125 1.3668
H 2.5193 1.6690 1.7223
H 1.1900 2.6382 1.0288
H 0.9049 1.1069 2.0505
H 3.1745 1.8116 -1.2928
H 1.4541 1.1956 -1.9373
H 1.5993 2.7506 -0.8933
H 2.9940 -2.1447 -0.2541
H 2.4596 -0.7907 0.9636
H 1.9849 -2.6343 1.1844
H -0.3913 -2.5596 -1.3657
H 0.6964 -1.3919 -2.3014
H 1.4955 -2.8961 -1.6533
H -0.0862 -0.9752 2.0280
H -0.8146 -1.5580 0.6405

=====

2.
31
Properties=species:S:1:pos:R:3 method="wB97M-V/def2-TZVPD" s_squared=0.79 spin_multiplicity=2 homo_lumo_gap_ev="7.402 / 8.023" homo_energy_ev="-7.67 / -8.75" total_charge=0
V -0.6466 -1.0040 -0.3710
Cl -1.0724 0.0235 -2.2844
Cl -0.7145 -1.3890 1.8184
C -1.3032 -2.5301 -0.7468
H -0.9953 -3.3355 -0.0503
H -1.1570 -2.9002 -1.7841
C 1.4346 -0.3749 -0.2722
C 1.1904 -1.6474 -0.6517
H 0.7382 0.0696 0.4310
C 1.5259 -2.1055 -2.1071
H 1.2565 -2.4736 0.0939
C 2.9830 -1.7606 -2.2858
H 1.3136 -3.1649 -2.3179
H 0.8368 -1.5741 -2.8076
C 3.2447 -0.2664 -1.8970
H 3.4790 -2.4150 -1.5916
H 3.2984 -2.0127 -3.3091
C 2.8369 0.0766 -0.4394
H 4.3054 -0.0621 -2.1266
H 2.6592 0.3402 -2.5926
H 3.3820 -0.5773 0.2163
H 3.1023 1.0835 -0.1427
N -1.5952 4.2858 1.1832
N -1.8601 2.9427 1.2711
N -3.1522 2.5208 1.1656
C -3.0011 1.2605 0.7212
N -1.7020 0.9664 0.4406
N -0.9883 2.0427 0.7034
H -0.6557 4.4695 1.4986
H -2.2938 4.8641 1.6776
H -3.8664 0.6362 0.6076

=====

3.
15
Properties=species:S:1:pos:R:3 method="wB97M-V/def2-TZVPD" homo_lumo_gap_ev=8.596 homo_energy_ev=-8.79 total_charge=0
C -0.8176 -1.0423 0.3951
C -0.0733 -0.5857 1.3944
C 0.9088 0.4822 0.9092
C -0.0728 -1.0486 2.7602
C -0.6292 -0.1796 -0.9134
C 0.6425 0.5979 -0.5679
O 0.6176 -0.4931 3.5854
P 1.8485 1.4372 1.8465
H -1.8126 -1.6142 0.3216
H -0.6199 -1.9389 3.1296
H -0.3046 -0.7885 -1.7206
H -1.5266 0.3819 -1.0030
H 0.5887 1.6097 -0.9747
H 1.4945 0.2184 -1.0921
H 2.4229 2.2706 0.6548